{"formula": "C3H14N2O2", "method": "wB97M-V/def2-TZVPD", "elements": ["C", "N", "C", "C", "N", "H", "H", "H", "H", "H", "H", "H", "H", "H", "H", "O", "H", "H", "O", "H", "H"], "coordinates": [[-1.4572, 1.8482, 0.0800], [-0.7041, 0.6608, -0.3145], [0.5178, 0.4571, 0.5026], [1.3169, -0.6846, -0.0704], [1.2731, -1.9193, 0.7769], [-1.6026, 1.8655, 1.1674], [-0.9337, 2.7585, -0.2123], [-2.4338, 1.8757, -0.4034], [-1.3028, -0.1573, -0.2807], [0.1823, 0.1414, 1.5011], [1.0033, 1.4263, 0.5684], [2.3122, -0.4559, -0.4620], [0.9483, -1.0310, -1.0480], [2.0207, -1.8271, 1.4638], [1.5699, -2.7004, 0.2181], [0.9852, 1.3679, -2.6959], [0.2138, 1.5554, -3.2558], [0.5705, 0.9826, -1.9250], [-1.7187, -1.7444, 1.3468], [-0.7445, -1.8293, 1.2853], [-2.0163, -2.5902, 1.7575]], "forces_ev_per_a": [[0.07, -0.28, 0.31], [0.40, 0.47, -0.55], [-1.71, -0.36, -0.10], [0.60, -1.56, -1.49], [0.54, 1.13, 0.34], [-0.17, 0.18, 0.02], [0.17, -0.02, -0.01], [0.05, -0.16, 0.00], [0.13, 0.01, 0.21], [0.39, 0.31, 0.23], [0.40, -0.10, -0.05], [0.43, 0.48, 0.97], [-0.89, 0.38, 0.31], [-0.32, -0.09, 0.20], [-0.07, -0.34, -0.32], [-0.08, 0.32, -0.89], [0.47, -0.02, 0.15], [-0.56, -0.21, 0.68], [-0.05, -0.96, 0.45], [-0.16, -0.21, 0.05], [0.37, 1.04, -0.52]], "de_lowest_kj_mol": 82.0, "smiles": "CNCCN.O.O", "spin_multiplicity": 1, "e_homo_ha": -0.328, "total_charge": 0, "gap_ev": 9.7719}